{"formula": "C9H10ClO", "method": "the ωB97M-V functional and the def2-TZVPD basis", "charge": 1, "de_lowest_kcal_mol": 64.68, "fmax_ev_per_a": 4.05, "e_lumo_ev": [-5.7, -5.7], "homo_ev": [-13.699, -13.699], "elements": ["C", "C", "C", "C", "C", "C", "C", "C", "C", "O", "Cl", "H", "H", "H", "H", "H", "H", "H", "H", "H", "H"], "xyz": [[4.215, 0.151, 0.246], [3.374, 0.908, -0.456], [3.875, -1.079, 0.660], [1.966, 0.520, -0.576], [2.605, -1.634, 0.370], [1.788, -0.741, -0.188], [-0.743, -1.536, -0.122], [-3.232, 0.819, -0.287], [-2.525, -0.115, 0.741], [-1.176, -0.412, 0.327], [-1.734, -2.886, -0.531], [5.262, 0.512, 0.448], [3.661, 1.888, -0.820], [4.626, -1.554, 1.259], [1.142, 1.109, -1.029], [2.337, -2.622, 0.549], [-4.367, 0.925, -0.389], [-2.955, 1.875, -0.138], [-2.939, 0.739, -1.375], [-2.974, -1.076, 1.061], [-2.444, 0.424, 1.631]], "forces_ev_per_a": [[3.1, 1.0, 0.2], [-3.5, 1.7, -0.9], [-0.9, -1.8, 0.7], [0.1, 1.1, -1.2], [1.1, 0.4, 0.5], [-0.8, -0.2, 0.1], [1.8, 1.8, -0.1], [-0.7, 1.1, -1.9], [-2.2, -0.5, -1.1], [0.6, -1.7, -0.6], [0.3, 1.1, 0.5], [-1.3, -0.3, -0.3], [-0.2, 0.0, 0.0], [-0.1, -1.1, 0.1], [1.0, -0.2, 0.3], [-0.3, -1.5, 0.6], [1.4, -1.0, 0.9], [0.2, -0.4, 0.6], [0.0, -0.8, 1.2], [-0.2, 0.5, -0.9], [0.6, 0.9, 1.4]]}